1.
Entry from the OMol25 dataset: 2 unconnected molecules or ions with the total composition C5H13N2S at a distorted geometry (the ωB97M-V functional and the def2-TZVPD basis).

XYZ file:
```
21
Properties=species:S:1:pos:R:3:lowdin_charge:R:1
S -1.334 -0.917 -1.167 0.746
N 1.142 -0.065 0.310 0.162
N -0.246 1.727 0.062 -0.011
C -1.070 -3.265 0.223 -0.185
C 0.781 0.853 -0.434 -0.599
C -0.042 1.958 1.526 -0.007
C 1.203 1.277 -1.850 -0.019
C -1.429 -2.566 -1.015 -0.602
H -0.489 2.821 1.862 0.062
H -1.767 -3.098 -1.956 0.080
H 1.937 2.084 -1.608 0.103
H 1.651 -0.932 -0.053 0.141
H 1.129 2.021 1.659 0.144
H -0.196 -3.882 0.065 0.076
H -1.900 -4.021 0.649 0.143
H -0.267 2.682 -0.418 0.211
H 1.781 0.391 -2.310 0.123
H -1.183 1.240 0.003 0.118
H -0.334 0.901 1.983 0.147
H 0.450 1.734 -2.526 0.094
H -0.884 -2.530 1.047 0.072
```

Calculated values
**Total charge**: +1
**E_HOMO**: -0.453 Eh
**Lowest unoccupied orbital energy**: -3.91 eV
**Calculated total energy**: -19202.172 eV
**Relative energy (zero: lowest compared OMol25 entry of this formula, charge and spin)**: 62.21 kcal/mol

=====

2.
Entry from the OMol25 dataset: a gas-phase ion, C5H13N2Si (charge +1) at a distorted geometry (the ωB97M-V functional and the def2-TZVPD basis).

XYZ file:
```
21
Properties=species:S:1:pos:R:3:lowdin_charge:R:1
Si 0.024 0.175 -0.692 0.659
N 0.854 0.874 1.921 0.084
N 0.934 1.942 2.176 0.366
C -1.859 0.359 -0.588 -0.166
C 0.712 -1.243 -1.749 -0.157
C 0.929 1.821 -0.971 -0.185
C -0.497 -1.243 1.963 -0.087
C 0.545 -0.481 1.212 -0.260
H -2.236 0.840 -1.488 0.042
H 0.972 -0.868 -2.737 0.040
H 1.611 -1.693 -1.331 0.037
H -0.762 -2.106 1.355 0.104
H 0.769 2.144 -1.995 0.044
H -2.176 0.975 0.252 0.038
H 1.516 -0.966 1.183 0.118
H 2.007 1.745 -0.831 0.041
H -0.020 -2.035 -1.888 0.039
H -1.397 -0.655 2.130 0.087
H -0.128 -1.613 2.919 0.095
H 0.567 2.628 -0.334 0.021
H -2.365 -0.599 -0.507 0.040
```

Calculated values
**Structure (SMILES)**: C[C@H]([N+]#N)[Si](C)(C)C
**Total charge**: +1
**E_HOMO**: -0.560 Eh
**Lowest unoccupied orbital energy**: -4.68 eV
**Calculated total energy**: -16246.731 eV
**Relative energy (zero: lowest compared OMol25 entry of this formula, charge and spin)**: 0.00 kcal/mol

=====

3.
Entry from the OMol25 dataset: 2 unconnected molecules or ions with the total composition C5H13N3 at a distorted geometry (the ωB97M-V functional and the def2-TZVPD basis).

XYZ file:
```
21
Properties=species:S:1:pos:R:3:lowdin_charge:R:1
N -2.244 -1.270 -0.931 -0.127
N 2.532 -0.451 -0.125 0.019
N 1.110 1.028 1.064 -0.082
C 0.966 2.038 2.094 -0.476
C 0.000 -2.032 -1.549 -0.020
C 2.267 0.244 0.957 -0.379
C -0.874 -1.382 -0.718 -0.298
C -2.681 0.168 -1.123 -0.197
H 1.649 2.906 1.937 0.025
H -0.397 -2.587 -2.402 0.030
H 2.948 0.262 1.842 0.096
H 1.128 1.675 3.116 0.020
H 3.401 -0.971 0.041 0.009
H -2.255 0.739 -0.305 0.024
H -2.520 -1.829 -1.726 0.085
H -0.525 -0.856 0.181 0.079
H 0.570 1.084 0.235 0.069
H -0.078 2.369 2.023 -0.005
H -2.282 0.628 -2.104 0.080
H 1.066 -1.930 -1.418 -0.004
H -3.781 0.168 -1.089 0.051
```

Calculated values
**2S+1**: 2
**Total charge**: -1
**E_HOMO (spin up / spin down)**: 0.043 / -0.193 Eh
**Lowest unoccupied orbital energy (spin up / spin down)**: 3.77 / 3.75 eV
**Calculated total energy**: -9863.292 eV
**Expectation value of S²**: 0.750
**Relative energy (zero: lowest compared OMol25 entry of this formula, charge and spin)**: 42.44 kcal/mol

=====

4.
Entry from the OMol25 dataset: a single C5H13N3 molecule at a distorted geometry (the ωB97M-V functional and the def2-TZVPD basis).

XYZ file:
```
21
Properties=species:S:1:pos:R:3:lowdin_charge:R:1
N 1.187 -1.065 1.442 0.021
N -1.343 2.364 1.128 0.095
N -1.133 1.987 -1.240 0.007
C -1.540 2.609 -0.222 -0.315
C 0.939 -1.097 -0.003 -0.458
C 0.786 -2.529 -0.568 -0.069
C -0.284 -0.270 -0.374 -0.200
C -0.039 1.009 -1.150 -0.243
H -1.094 -0.790 -0.905 0.113
H 0.216 0.850 -2.205 0.109
H -0.808 1.613 1.517 0.065
H 1.863 -0.651 -0.398 0.133
H 2.178 -1.128 1.647 0.066
H -2.289 3.401 -0.320 0.109
H -1.744 3.023 1.765 0.074
H 0.188 -3.096 0.159 0.073
H 1.765 -3.032 -0.545 0.072
H 0.839 1.484 -0.712 0.109
H -0.815 -0.210 0.598 0.101
H 0.348 -2.623 -1.560 0.072
H 0.780 -1.849 1.946 0.067
```

Calculated values
**Structure (SMILES)**: C[C@H](N)CC/N=C\N
**Total charge**: 0
**E_HOMO**: -0.322 Eh
**Lowest unoccupied orbital energy**: 1.05 eV
**Calculated total energy**: -9865.380 eV
**Relative energy (zero: lowest compared OMol25 entry of this formula, charge and spin)**: 22.76 kcal/mol

=====

> Which formula does entry 4 have?

C5H13N3

=====

> Which formula does entry 1 have?

C5H13N2S